The following is a DFT calculation (the ωB97M-V functional and the def2-TZVPD basis) of a molecular structure, C5H6N2O at a distorted geometry.

The calculation puts the HOMO-LUMO gap at 6.8 eV. The value obtained for the strongest force on any atom is 0.1453 Eh/bohr. Its LUMO energy is -2.204 eV. The energy above the lowest of the compared OMol25 structures with the same formula, charge and spin is 9.883 eV.

Atoms and positions in Å:
C 0.1219 0.5697 1.4818
C -0.4394 -0.7965 -0.0252
C -0.2283 -0.7096 -1.4586
C 0.6674 0.6188 -1.2895
C 0.0951 0.4004 0.1277
H -0.4193 2.6690 1.0695
H -0.5779 -2.4947 1.4351
H -1.2375 -0.3540 -2.0681
H 0.3405 -1.7565 -1.5196
H 0.1456 1.4349 -1.9367
H 1.7198 0.6003 -1.4267
N -0.1158 -0.5288 2.2779
N -0.7769 -1.3878 1.1531
O 0.7048 1.7348 2.1792

***

The following is a DFT calculation (the ωB97M-V functional and the def2-TZVPD basis) of a molecular structure, C5H6N2O at a distorted geometry.

The calculation puts the HOMO-LUMO gap at 9.6 eV. The value obtained for the strongest force on any atom is 0.1384 Eh/bohr. Its LUMO energy is 0.455 eV. The energy above the lowest of the compared OMol25 structures with the same formula, charge and spin is 5.334 eV.

Atoms and positions in Å:
C -1.3415 -0.2526 0.4017
C -0.8556 1.2988 -0.1303
C 0.5918 0.7695 -0.1017
C 1.2905 -1.3803 -0.1355
C 0.1714 -0.6595 -0.0352
H -3.2844 0.0847 -0.1269
H -1.2497 -0.1138 1.5475
H -1.0405 1.6237 -1.2872
H -1.0551 2.1617 0.5363
H 3.3077 -0.7321 -0.3194
H 1.7352 -2.3276 -0.1030
N 1.9324 0.8380 -0.0278
N 2.3576 -0.4037 0.0453
O -2.5598 -0.9066 -0.2639

***

The following is a DFT calculation (the ωB97M-V functional and the def2-TZVPD basis) of a single C5H6N2O molecule at a distorted geometry.

The calculation puts the HOMO-LUMO gap at 10.7 eV. The value obtained for the strongest force on any atom is 0.0817 Eh/bohr. Its LUMO energy is 0.247 eV. The energy above the lowest of the compared OMol25 structures with the same formula, charge and spin is 2.903 eV. The SMILES is N#CC(=O)N1CCC1.

Atoms and positions in Å:
N -1.5844 -1.2619 2.7100
C -0.6857 -1.4229 2.0119
C 0.4062 -1.3671 1.0392
O 1.4071 -2.0981 1.1144
N 0.0120 -0.5855 0.0000
C 1.0745 0.0367 -0.8104
C 0.1022 1.0718 -1.1557
C -0.8629 0.7274 -0.0107
H 1.1356 -0.6478 -1.7758
H 1.9075 0.4509 -0.2137
H 0.2917 2.0508 -1.0578
H -0.3404 1.0672 -2.1955
H -0.8112 1.4516 0.8443
H -2.0522 0.5269 -0.5003

***

The following is a DFT calculation (the ωB97M-V functional and the def2-TZVPD basis) of a single C5H6N2O molecule at a distorted geometry.

The calculation puts the HOMO-LUMO gap at 8.7 eV. The value obtained for the strongest force on any atom is 0.0866 Eh/bohr. Its LUMO energy is -0.344 eV. The energy above the lowest of the compared OMol25 structures with the same formula, charge and spin is 2.042 eV. The SMILES is Cn1ncccc1=O.

Atoms and positions in Å:
C 1.9239 -1.1329 0.1647
N 0.5865 -0.4947 -0.2751
N -0.4051 -1.4841 -0.0775
C -1.6618 -1.0292 -0.0251
C -1.8448 0.3627 0.1325
C -0.9436 1.4011 0.0178
C 0.3989 0.8999 -0.1259
O 1.4085 1.6548 0.0094
H 2.1666 -2.1445 -0.4382
H 1.7578 -1.5369 1.1733
H 2.6123 -0.2579 0.2234
H -2.4965 -1.8140 0.0719
H -2.8414 0.7805 0.3354
H -0.9718 2.5762 0.0439

***

The following is a DFT calculation (the ωB97M-V functional and the def2-TZVPD basis) of a single C5H6N2O molecule at a distorted geometry.

The calculation puts the HOMO-LUMO gap at 9.7 eV. The value obtained for the strongest force on any atom is 0.1306 Eh/bohr. Its LUMO energy is 0.669 eV. The energy above the lowest of the compared OMol25 structures with the same formula, charge and spin is 2.685 eV. The SMILES is O=C1NC=NC12CC2.

Atoms and positions in Å:
O -1.6689 -0.1216 1.0988
C -0.5383 -0.4180 0.6553
N 0.4988 -1.1919 1.1560
C 1.4295 -1.2285 0.1668
N 1.1638 -0.3541 -0.7911
C 0.1708 0.4337 -0.3915
C -0.0179 1.9040 -0.4931
C -0.8356 0.9479 -1.4065
H 0.2308 -1.8644 2.0057
H 2.2776 -2.0229 0.0758
H 0.6254 2.5060 -1.0975
H -0.3532 2.3853 0.3581
H -1.7856 0.4128 -1.3616
H -0.5321 0.5439 -2.5113

***

The following is a DFT calculation (the ωB97M-V functional and the def2-TZVPD basis) of a single C5H6N2O molecule at a distorted geometry.

The calculation puts the HOMO-LUMO gap at 9.0 eV. The value obtained for the strongest force on any atom is 0.1067 Eh/bohr. Its LUMO energy is 0.195 eV. The energy above the lowest of the compared OMol25 structures with the same formula, charge and spin is 3.374 eV. The SMILES is [H]/N=c1/[nH]c(=C)oc1=C.

Atoms and positions in Å:
H 0.1236 2.2603 1.9243
N 0.9626 1.8612 1.5490
C 0.5379 0.9216 0.6596
N 1.3398 0.2280 -0.2238
C 0.6921 -1.0276 -0.6237
C 1.0270 -1.9860 -1.6044
O -0.5999 -1.1551 0.1818
C -0.8386 0.3242 0.5345
C -2.1549 0.7724 0.6618
H 2.3749 0.3396 -0.2213
H 0.1721 -2.7194 -1.8845
H 2.0061 -1.8921 -2.2285
H -3.1092 0.3869 0.2033
H -2.5335 1.6860 1.0720

***

The following is a DFT calculation (the ωB97M-V functional and the def2-TZVPD basis) of 3 unconnected molecules or ions with the total composition C5H6N2O at a distorted geometry.

The calculation puts the HOMO-LUMO gap at 10.0 eV. The value obtained for the strongest force on any atom is 0.1752 Eh/bohr. Its LUMO energy is 0.402 eV. The energy above the lowest of the compared OMol25 structures with the same formula, charge and spin is 7.681 eV.

Atoms and positions in Å:
C 1.6583 0.7281 -0.4071
C 0.2810 0.1506 0.1338
C 0.2200 -1.0745 0.9118
C -2.0419 -0.3288 -0.1774
C -1.0641 0.9029 0.1429
H 2.2832 -0.2935 -1.4170
H 2.5490 1.1906 0.4583
H 1.2687 1.9127 -1.1940
H -0.5205 -1.1558 1.6678
H 1.3288 -1.4293 1.0601
H -3.0946 -0.4133 -0.2068
N -0.0309 -0.9459 -0.4739
N -1.4155 -1.2549 -0.6371
O -1.4216 2.0109 0.1386

***

The following is a DFT calculation (the ωB97M-V functional and the def2-TZVPD basis) of a single C5H6N2O molecule at a distorted geometry.

The calculation puts the HOMO-LUMO gap at 10.2 eV. The value obtained for the strongest force on any atom is 0.1231 Eh/bohr. Its LUMO energy is 0.577 eV. The energy above the lowest of the compared OMol25 structures with the same formula, charge and spin is 5.293 eV. The SMILES is N#C[C@@]12CNC[C@@H]1O2.

Atoms and positions in Å:
N -0.8842 3.4915 0.3085
C -0.6491 2.3833 0.1568
C -0.0706 1.0847 0.1315
C -0.3007 -0.1141 1.0003
N 0.6141 -1.2880 0.6635
C 0.1965 -1.1739 -0.7263
C 0.3896 0.2686 -0.9972
O 1.2706 1.1458 -0.3144
H -1.4688 -0.6226 0.9527
H -0.0198 0.0628 1.9990
H 0.6758 -2.0613 1.5242
H 0.8161 -1.9606 -1.3345
H -0.7715 -1.4099 -1.2348
H 0.2021 0.1937 -2.1293

***

The following is a DFT calculation (the ωB97M-V functional and the def2-TZVPD basis) of a single C5H6N2O molecule at a distorted geometry.

The calculation puts the HOMO-LUMO gap at 9.7 eV. The value obtained for the strongest force on any atom is 0.0429 Eh/bohr. Its LUMO energy is 0.797 eV. The energy above the lowest of the compared OMol25 structures with the same formula, charge and spin is 3.564 eV. The SMILES is C#C[C@](N)(O)C=C=N.

Atoms and positions in Å:
C 0.9689 -2.1971 0.0222
C 0.6573 -1.0413 0.1363
C 0.6285 0.4959 0.0296
N 0.5576 0.9258 -1.3522
O 1.7563 1.0355 0.6378
C -0.6499 0.8508 0.7605
C -1.6069 -0.0418 0.6923
N -2.5832 -0.7557 0.8602
H 1.2421 -3.2130 -0.0189
H -0.2739 0.5717 -1.8082
H 1.3727 0.6074 -1.8664
H 1.8853 1.9306 0.2986
H -0.6525 1.6739 1.4540
H -3.3023 -0.8427 0.1542

***

The following is a DFT calculation (the ωB97M-V functional and the def2-TZVPD basis) of a single C5H6N2O molecule at a distorted geometry.

The calculation puts the HOMO-LUMO gap at 9.0 eV. The value obtained for the strongest force on any atom is 0.1775 Eh/bohr. Its LUMO energy is -0.608 eV. The energy above the lowest of the compared OMol25 structures with the same formula, charge and spin is 6.385 eV. The SMILES is C=N/N=C\C=C/C=O.

Atoms and positions in Å:
C 1.1390 1.9560 -0.2581
N 1.1841 0.7800 -0.5707
N 1.6165 -0.1564 0.5171
C 0.9831 -1.1833 0.4927
C -0.0986 -1.4849 -0.6526
C -1.3311 -0.9584 -0.2484
C -1.5189 0.1840 0.5320
O -2.1641 1.2496 0.0505
H 1.1147 2.7362 -1.1451
H 0.7727 2.0632 0.9505
H 1.3353 -2.0897 1.1076
H 0.1911 -2.3540 -1.4495
H -2.1748 -1.1526 -1.0342
H -1.0491 0.4102 1.7081

***

The following is a DFT calculation (the ωB97M-V functional and the def2-TZVPD basis) of a single C5H6N2O molecule at a distorted geometry.

The calculation puts the HOMO-LUMO gap at 9.2 eV. The value obtained for the strongest force on any atom is 0.1576 Eh/bohr. Its LUMO energy is 0.381 eV. The energy above the lowest of the compared OMol25 structures with the same formula, charge and spin is 5.813 eV. The SMILES is [H]/N=C\C(=O)N(C)C#C.

Atoms and positions in Å:
H -2.6276 -0.4318 0.3234
N -2.7849 0.4946 -0.0623
C -1.7923 1.2187 -0.3033
C -0.0707 1.1981 0.3664
O 0.3247 2.2774 0.6782
N 0.3337 0.0755 -0.1613
C -0.1737 -1.2830 0.0061
C 2.0643 -0.0417 0.1244
C 3.2239 -0.3007 -0.1133
H -1.8967 2.2165 -0.7450
H -1.0506 -1.4316 -0.6271
H 0.5568 -2.0018 -0.3638
H -0.3730 -1.4777 1.0594
H 4.2661 -0.5125 -0.1817

***

The following is a DFT calculation (the ωB97M-V functional and the def2-TZVPD basis) of a single C5H6N2O molecule at a distorted geometry.

The calculation puts the HOMO-LUMO gap at 9.2 eV. The value obtained for the strongest force on any atom is 0.1023 Eh/bohr. Its LUMO energy is 0.597 eV. The energy above the lowest of the compared OMol25 structures with the same formula, charge and spin is 3.666 eV. The SMILES is O=C1C[C@@H]2C=NN[C@H]12.

Atoms and positions in Å:
O 2.0888 -0.9880 -1.3674
C 1.0075 -0.5564 -0.9652
C -0.4452 -1.0317 -0.9747
C -0.4956 -0.3826 0.4685
C -1.3940 0.6847 0.8917
N -0.7893 1.7491 0.6687
N 0.5108 1.6309 0.2162
C 0.8780 0.2771 0.3268
H -0.4608 -2.2260 -1.0662
H -1.2145 -0.7177 -1.7263
H -0.3850 -1.2114 1.1090
H -2.4707 0.3872 1.3672
H 1.2126 2.3157 0.2486
H 1.9573 0.0691 0.8029